{"formula": "C11H14ClNO6PPdS2", "method": "ωB97M-V/def2-TZVPD", "species": ["Pd", "Cl", "S", "S", "P", "O", "O", "O", "O", "O", "O", "N", "C", "C", "C", "C", "C", "C", "C", "C", "C", "C", "C", "H", "H", "H", "H", "H", "H", "H", "H", "H", "H", "H", "H", "H", "H"], "xyz": [[0.1688, -1.7184, -0.8188], [0.5308, -4.0869, -2.2924], [-2.3457, -0.7059, -0.5028], [1.3032, 0.4616, -1.8991], [-0.7940, 0.5702, -1.3066], [1.7803, -3.4613, -1.8619], [0.7862, -5.3250, -2.9669], [-1.4609, 1.4217, -2.5556], [-0.1677, -3.1510, -3.1437], [-0.8167, 1.7284, -0.1285], [-0.2767, -4.2984, -1.0945], [2.5716, -1.7783, 6.2506], [0.4146, -2.0949, 3.5001], [2.5900, -1.3439, 2.7647], [-0.0244, -2.0691, 2.1848], [1.0681, 2.7964, 0.8976], [-2.7906, 1.8992, -2.4248], [2.1262, -1.3291, 1.4574], [1.7294, -1.7327, 3.7896], [-2.9507, 3.0962, -3.3402], [0.0253, 2.8692, -0.1984], [0.8158, -1.6980, 1.1282], [2.1987, -1.7554, 5.1605], [-3.4896, 1.1021, -2.6958], [-1.0559, -2.3270, 1.9726], [-3.9617, 3.5089, -3.2668], [2.7989, -1.0106, 0.6684], [0.5066, 2.9417, -1.1764], [0.5914, 2.7429, 1.8787], [-0.2537, -2.3863, 4.3018], [1.6767, 1.9031, 0.7557], [-3.0019, 2.1687, -1.3862], [3.6083, -1.0545, 2.9960], [-2.2374, 3.8793, -3.0761], [-0.6153, 3.7503, -0.0658], [1.7218, 3.6746, 0.8733], [-2.7699, 2.8122, -4.3787]], "total_charge": -2, "e_homo_ha": [0.04699, -0.07228], "orbital_gap_ha": [0.137, 0.244], "multiplicity": 4, "relative_energy_kj_mol": 140.8, "s2": 3.7660}

---

{"formula": "C11H14CoN2OP", "method": "ωB97M-V/def2-TZVPD", "species": ["Co", "P", "O", "N", "N", "C", "C", "C", "C", "C", "C", "C", "C", "C", "C", "C", "H", "H", "H", "H", "H", "H", "H", "H", "H", "H", "H", "H", "H", "H"], "xyz": [[0.1713, 0.3484, -0.1908], [1.8019, 1.2295, -0.9756], [-4.4595, 3.1040, -0.1683], [-4.2596, 4.8939, 1.2349], [-0.7394, 1.5878, 0.8471], [0.8129, -1.5730, -0.5640], [-2.4414, 3.2762, 1.1100], [0.2489, -1.9338, 0.7282], [-1.5444, -1.3764, -0.6494], [-3.7990, 3.7477, 0.6784], [-1.9772, 2.0730, 0.5411], [-0.3894, 3.4104, 2.3774], [-0.3457, -1.2108, -1.4444], [-1.1576, -1.7433, 0.6831], [0.0096, 2.1929, 1.8245], [-1.6187, 3.9679, 2.0131], [0.2825, 3.9114, 3.0726], [-0.2874, -1.0781, -2.5318], [1.9109, 2.5596, -0.5355], [-2.5542, 1.5008, -0.1810], [1.8317, -1.7924, -0.9143], [0.8761, -2.1229, 1.5933], [0.9448, 1.7034, 2.0798], [-1.9188, 4.9281, 2.4229], [1.7636, 1.3311, -2.3703], [-2.5270, -1.0776, -1.0033], [-3.7701, 5.3935, 1.9727], [-1.8031, -1.6933, 1.5499], [3.0544, 0.6773, -0.6807], [-5.1789, 5.2020, 0.9851]], "e_homo_ha": [-0.17137, -0.32084], "orbital_gap_ha": [0.186, 0.294], "multiplicity": 5, "relative_energy_kj_mol": 89.3, "s2": 6.0360}

---

{"formula": "C11H14CuN4O7", "method": "ωB97M-V/def2-TZVPD", "species": ["Cu", "O", "O", "O", "O", "O", "O", "O", "N", "N", "N", "N", "C", "C", "C", "C", "C", "C", "C", "C", "C", "C", "C", "H", "H", "H", "H", "H", "H", "H", "H", "H", "H", "H", "H", "H", "H"], "xyz": [[-1.1841, -0.9252, -1.1242], [-2.3643, 0.5294, -0.4136], [3.5169, -1.9924, -2.2366], [3.0380, -4.6175, -3.5425], [0.8536, -0.9313, -1.4683], [0.2024, -5.2934, -3.1508], [-2.5913, 1.9209, 1.3191], [-1.1108, -2.8535, -1.9888], [1.0076, 1.6297, 0.1411], [0.0102, 1.4974, -1.8971], [-1.7762, -1.2345, 1.9060], [-0.7531, 3.0824, -0.3864], [0.0929, 2.0962, 2.4952], [0.7328, -4.2474, -2.8451], [0.0752, 2.0576, -0.6980], [0.1106, -3.0413, -2.2473], [1.2529, 2.1099, 1.5023], [2.4395, -2.5620, -2.3766], [-1.1300, 0.0366, 1.6007], [-2.1164, 0.9127, 0.7809], [-0.5400, 0.7495, 2.8121], [2.2130, -3.9206, -3.0005], [1.1311, -2.0929, -1.9979], [1.4671, 0.7711, -0.1638], [-1.3206, 0.9224, 3.5581], [-0.3019, -0.1915, 0.9207], [-2.6176, -1.0944, 2.4520], [2.0633, 1.4892, 1.8834], [-0.7068, 2.7753, 2.1993], [-1.6952, 2.9619, -0.7359], [0.1988, 0.0758, 3.2634], [-0.7715, 3.3492, 0.5841], [-0.7886, 1.7264, -2.4655], [0.3680, 0.5184, -1.9502], [0.5025, 2.5168, 3.4194], [1.6520, 3.1278, 1.4409], [-1.1600, -1.8586, 2.4102]], "total_charge": -1, "e_homo_ha": -0.14843, "orbital_gap_ha": 0.240, "multiplicity": 1, "relative_energy_kj_mol": 66.2}

---

{"formula": "C11H14FI2MoN4O11P2S", "method": "ωB97M-V/def2-TZVPD", "species": ["I", "I", "Mo", "S", "P", "P", "F", "O", "O", "O", "O", "O", "O", "O", "O", "O", "O", "O", "N", "N", "N", "N", "C", "C", "C", "C", "C", "C", "C", "C", "C", "C", "C", "H", "H", "H", "H", "H", "H", "H", "H", "H", "H", "H", "H", "H", "H"], "xyz": [[-3.2094, 3.3916, 1.9568], [-0.0538, 1.8997, 2.9477], [-0.3856, 0.3768, 0.5032], [-0.0980, 2.5882, -0.1425], [-2.7234, 0.1091, -1.6227], [-3.3067, -0.9025, 1.0885], [5.9366, -4.8192, 2.2086], [4.2861, -6.1362, 0.4030], [1.4004, -0.1447, 0.0145], [-1.1714, -0.0979, -1.0635], [-2.9623, 1.5255, -1.8121], [-3.5667, -0.6021, -0.4851], [-2.6908, -0.8644, -2.8228], [-2.0332, 0.0961, 1.2985], [0.3189, -1.0334, 1.6536], [-4.4165, -0.6375, 1.9662], [1.5396, -2.4358, 0.3025], [-2.6168, -2.3029, 1.0660], [3.3503, -2.4417, 1.5820], [0.3378, 2.0120, -2.8382], [2.8909, -4.3205, 0.3292], [-1.0876, 3.5931, -2.4735], [4.5198, -3.0042, 2.1193], [4.8650, -4.2393, 1.7467], [2.6005, -3.1023, 0.7254], [1.5117, -1.1547, 0.9702], [4.0683, -5.0444, 0.7948], [-0.0562, 2.4762, -4.0687], [-0.3104, 2.6890, -1.8811], [2.7955, -1.1157, 1.8181], [-2.1596, 2.3222, 3.4105], [-0.9487, 3.4722, -3.8332], [-1.9996, 4.5234, -1.7918], [-2.5955, 1.3482, 3.6007], [0.3392, 2.0861, -4.9901], [1.0455, 1.3114, -2.6791], [5.0894, -2.4094, 2.8186], [-2.0518, 2.9172, 4.3136], [3.4727, -0.3371, 1.4659], [-1.4451, 5.1108, -1.0635], [-3.1007, -3.0056, 1.5360], [2.2924, -4.8126, -0.3273], [-3.5201, -1.1564, -3.2408], [2.5521, -0.9716, 2.8710], [-2.4205, 5.1902, -2.5381], [-2.7945, 3.9512, -1.3177], [-1.4879, 4.1021, -4.5196]], "total_charge": 3, "e_homo_ha": -0.65274, "orbital_gap_ha": 0.207, "multiplicity": 1, "relative_energy_kj_mol": 0.0}